{
  "formula": "CH12O7",
  "method": "ωB97M-V/def2-TZVPD",
  "de_lowest_kcal_mol": 21.1,
  "species": ["O", "O", "O", "O", "O", "O", "O", "C", "H", "H", "H", "H", "H", "H", "H", "H", "H", "H", "H", "H"],
  "positions_angstrom": [[-3.0176, -1.1303, 1.8446], [1.3363, 1.6063, 1.8078], [1.8286, 2.0119, -1.3262], [-0.7270, 0.2309, 1.3075], [0.3032, -1.7136, 0.2376], [-1.3215, -0.4754, -2.7360], [1.4995, -0.6226, -1.4070], [1.0770, -1.6402, -0.8191], [1.9641, 2.8422, -1.7376], [-1.3165, 0.2678, 2.0961], [-0.3447, -0.7546, 0.7026], [-3.3686, -0.5786, 1.2034], [1.6235, 1.7272, 0.8381], [0.0870, 0.7591, 1.6271], [2.0548, 1.0476, -1.6278], [-2.1541, -0.3066, -2.2978], [-0.6300, -0.0807, -2.2029], [-2.4176, -1.6901, 1.4321], [2.1205, 1.1134, 2.1737], [1.4031, -2.6138, -1.1164]],
  "forces_ev_per_a": [[-0.71, 0.01, 3.33], [2.17, -0.51, -1.30], [-0.42, -3.01, 1.98], [-0.23, 1.16, 1.28], [-0.48, 1.06, -0.68], [-0.07, -0.30, -0.41], [-0.91, -1.48, 0.95], [-0.09, 2.04, 0.83], [0.74, 0.21, -1.40], [0.04, -0.81, -1.00], [1.42, -1.02, -0.37], [-1.09, 1.55, -2.01], [-0.66, 0.09, 1.23], [-0.06, -0.25, -0.69], [-0.53, 2.80, -0.07], [-0.10, 0.15, 0.18], [0.25, 0.17, 0.22], [1.62, -1.69, -1.27], [-1.19, 0.68, -0.29], [0.31, -0.85, -0.49]]
}